Formula: C20H28Cl2O3PS
Source: OMol25
Level of theory: wB97M-V/def2-TZVPD

Atoms and positions in Å:
C -1.376 3.381 -4.356
C -0.136 2.559 -4.949
O 0.906 3.220 -5.203
O -0.163 1.162 -5.238
C 0.464 0.395 -4.168
C -0.391 0.376 -2.808
S 0.693 0.350 -1.261
C 0.060 -1.061 -0.236
Cl -1.597 -0.628 0.466
C 1.040 -1.561 0.932
C 2.320 -0.644 1.205
Cl 1.468 -3.311 0.608
P 0.293 2.136 -0.092
C 1.276 3.491 -1.014
O -1.355 2.573 -0.201
H -1.362 3.335 -3.209
H -1.396 4.472 -4.695
H -2.324 2.817 -4.683
H 1.568 0.689 -4.018
H 0.480 -0.691 -4.554
H -0.983 -0.604 -2.797
H -1.137 1.232 -2.707
H -0.128 -1.938 -0.959
H 0.424 -1.552 1.907
H 3.016 -1.263 1.890
H 2.942 -0.388 0.286
H 2.044 0.278 1.842
H 0.793 3.568 -2.058
H 2.358 3.117 -1.105
H 1.191 4.469 -0.422
H -1.798 2.397 0.668
C -4.308 -2.202 -0.441
C -5.247 -1.261 -0.852
C -6.441 -1.676 -1.433
C -6.700 -3.034 -1.594
C -5.763 -3.975 -1.180
C -4.565 -3.560 -0.608
H -3.374 -1.878 0.009
H -5.047 -0.202 -0.719
H -7.170 -0.942 -1.758
H -7.633 -3.358 -2.042
H -5.966 -5.034 -1.305
H -3.832 -4.294 -0.290
C 3.360 -0.253 5.176
C 4.217 -1.272 4.768
C 5.595 -1.097 4.850
C 6.116 0.093 5.349
C 5.259 1.110 5.760
C 3.882 0.939 5.669
H 2.285 -0.388 5.109
H 3.810 -2.203 4.386
H 6.263 -1.888 4.527
H 7.190 0.228 5.417
H 5.666 2.037 6.150
H 3.214 1.734 5.985

## Properties
energy: -72496.3582 eV
net charge: +1
lowest unoccupied orbital energy: -0.1357 Eh
frontier orbital gap: 0.28179 Ha

Mulliken population analysis, charges in e, atoms 1 to 4: -0.7419, 0.6504, -0.5085, -0.3350

Formula: C18H35InNO3
Source: OMol25
Level of theory: wB97M-V/def2-TZVPD

Atoms and positions in Å:
C -1.506 2.285 3.995
C -2.037 3.347 2.902
O -2.956 2.758 1.956
In -1.865 1.777 0.418
N -3.122 1.858 -1.315
O 0.032 2.643 0.096
C -1.530 -0.364 1.180
C -1.350 -1.409 -0.031
C 0.166 -1.347 -0.592
O -1.830 -2.752 0.249
C -1.177 -3.341 1.388
C -1.999 -3.259 2.754
C -1.266 -2.973 4.115
C -2.040 -2.846 5.469
C -3.603 -2.992 5.532
C -4.300 -3.308 4.179
C -3.540 -3.442 2.833
H -0.410 1.978 3.788
H -1.509 2.818 5.023
H -2.188 1.369 4.120
H -1.163 3.814 2.318
H -2.628 4.165 3.472
H -4.091 1.986 -0.957
H -3.046 0.923 -1.756
H 0.651 2.061 0.595
H -0.645 -0.371 1.912
H -2.525 -0.637 1.699
H -2.016 -1.008 -0.889
H 0.790 -0.830 0.237
H 0.296 -0.711 -1.529
H 0.598 -2.409 -0.681
H -1.062 -4.468 1.144
H -0.123 -2.957 1.596
H -0.126 -2.839 4.191
H -1.520 -2.621 6.471
H -4.199 -2.884 6.495
H -5.438 -3.424 4.139
H -4.122 -3.678 1.883
C 1.292 2.040 -3.097
C 2.743 1.874 -2.664
C 3.748 2.275 -3.746
C 3.691 1.445 -5.032
C 3.887 -0.061 -4.849
C 5.252 -0.427 -4.282
H 1.046 1.391 -3.942
H 0.624 1.779 -2.273
H 1.087 3.075 -3.383
H 2.915 0.842 -2.344
H 2.914 2.501 -1.783
H 4.757 2.222 -3.323
H 3.586 3.327 -4.008
H 4.458 1.821 -5.719
H 2.732 1.614 -5.533
H 3.776 -0.546 -5.825
H 3.101 -0.475 -4.210
H 6.055 -0.058 -4.927
H 5.351 -1.514 -4.209
H 5.397 -0.015 -3.280

## Properties
energy: -32036.1619 eV
net charge: -1
lowest unoccupied orbital energy: 0.1022 Eh
frontier orbital gap: 0.27727 Ha

Mulliken population analysis, charges in e, atoms 1 to 4: -0.7029, -0.1532, -0.7771, 1.2283

Formula: CO3Tm
Source: OMol25
Level of theory: wB97M-V/def2-TZVPD

Atoms and positions in Å:
O 0.465 -0.084 0.460
Tm 2.761 0.400 -0.051
C -0.814 0.075 0.248
O -1.734 0.653 -0.254
O -0.677 -1.044 -0.403

## Properties
spin multiplicity: 3
<S²>: 2.4151
energy: -36662.9110 eV
net charge: +3
lowest unoccupied orbital energy (alpha / beta): -0.6634 / -0.7448 Eh
frontier orbital gap (alpha / beta): 0.37910 / 0.19131 Ha

Mulliken population analysis, charges in e, atoms 1 to 4: -0.3897, 2.3051, 0.8880, 0.1305

Formula: C7H15NO4
Source: OMol25
Level of theory: wB97M-V/def2-TZVPD

Atoms and positions in Å:
C 1.858 1.227 -1.437
C 0.262 -0.658 -1.478
C -0.449 -1.771 -0.689
C -0.929 -1.304 0.701
C 0.194 -0.622 1.432
C 0.624 0.686 0.625
C -0.426 1.796 0.636
H 2.333 0.717 -2.288
H 1.224 2.022 -1.914
H 2.532 1.829 -0.780
H 0.729 -1.095 -2.384
H -0.559 -0.234 -2.080
H 0.246 -2.653 -0.484
H -2.291 -1.979 -0.842
H -1.355 -2.164 1.181
H -2.324 0.090 1.182
H -0.110 -0.279 2.480
H 1.860 -1.189 0.681
H 1.523 0.984 1.209
H 0.101 2.697 0.440
H -1.271 1.684 -0.153
H -1.588 2.465 2.161
N 1.093 0.176 -0.684
O -1.593 -2.233 -1.408
O -2.133 -0.517 0.455
O 1.407 -1.396 1.506
O -0.959 1.722 1.929

## Properties
energy: -17180.5019 eV
SMILES: CN1C[C@H](O)[C@H](O)[C@@H](O)[C@@H]1CO
lowest unoccupied orbital energy: 0.0147 Eh
frontier orbital gap: 0.33686 Ha

Mulliken population analysis, charges in e, atoms 1 to 4: -1.0315, -0.9691, 0.1916, -0.2823